1) {"formula": "C7H10O2", "method": "ωB97M-V/def2-TZVPD", "charge": 0, "homo_ev": -8.308, "orbital_gap_ha": 0.3174, "symbols": ["C", "C", "C", "C", "C", "C", "C", "H", "H", "H", "H", "H", "H", "H", "H", "H", "H", "O", "O"], "coordinates": [[-0.897, -2.138, -0.446], [-0.090, -1.050, -0.077], [0.535, -0.740, 1.078], [0.717, 0.724, 0.945], [1.010, 0.806, -0.575], [-0.446, 0.328, -0.554], [-0.885, 1.237, 0.512], [-2.102, -1.998, 0.162], [-1.329, -1.648, -1.862], [-0.133, -3.194, -0.332], [1.145, -1.240, 1.788], [2.197, 2.104, 2.032], [1.400, 1.761, -1.289], [2.005, 0.073, -0.452], [-0.740, 0.751, -2.720], [-1.714, 0.522, 0.994], [-1.094, 2.402, 0.454], [1.423, 1.268, 2.117], [-1.000, 0.033, -1.777]], "mulliken_charge": [-1.128, 0.214, -0.759, 0.449, -0.645, 0.857, -0.558, 0.201, 0.252, 0.267, 0.371, 0.354, 0.264, 0.271, 0.376, 0.248, 0.299, -0.650, -0.681]}


2) {"formula": "C7H10O2", "method": "ωB97M-V/def2-TZVPD", "charge": 0, "homo_ev": -9.256, "orbital_gap_ha": 0.3746, "symbols": ["C", "C", "C", "C", "C", "C", "C", "H", "H", "H", "H", "H", "H", "H", "H", "H", "H", "O", "O"], "coordinates": [[2.294, 0.246, 0.283], [1.199, -0.191, -0.634], [-0.002, -0.874, -0.007], [-0.927, -0.265, 1.036], [-1.268, -0.669, -0.866], [-1.449, 1.000, -0.710], [-1.344, 1.071, 0.680], [2.716, -0.666, 0.935], [3.320, 0.449, -0.004], [1.865, 0.780, 1.153], [1.017, 0.527, -1.425], [1.555, -1.150, -1.268], [0.207, -2.010, 0.086], [-0.612, -0.607, 2.061], [-1.848, -1.157, -1.600], [-2.188, 1.358, -1.549], [-1.976, 1.364, 1.711], [-2.018, -1.117, 0.272], [-0.541, 1.911, -0.154]], "mulliken_charge": [-1.205, -0.635, -0.049, -0.085, -0.577, -0.257, -0.007, 0.256, 0.409, 0.269, 0.360, 0.326, 0.479, 0.480, 0.612, 0.297, 0.233, -0.490, -0.415]}


Which structure is the least stable? The one labeled 1).